[1]
C5H7NO | wB97M-V/def2-TZVPD

Values from the calculation:
- spin multiplicity = 1
- relative energy (zero: lowest compared OMol25 entry of this formula, charge and spin) (kcal per mole) = 84.7
- E_LUMO (eV) = 0.336
- maximum force (hartree/bohr) = 0.048
- HOMO level (eV) = -8.7463
- orbital gap (eV) = 9.08

Last column: Mulliken charge in e.
Positions of all 14 atoms, in Å:
C1 -1.832 0.595 -0.173  -1.22
C2 -0.388 0.287 -0.385  0.53
C3 0.681 1.003 0.088  -0.46
N1 1.941 0.379 -0.367  -0.50
C4 1.339 -0.719 0.335  0.75
O1 1.461 -0.852 1.543  -0.62
C5 0.140 -1.133 -0.554  -0.64
H1 -2.421 0.319 -1.060  0.33
H2 -1.987 1.660 0.017  0.36
H3 -2.236 0.015 0.665  0.30
H4 0.742 1.079 1.201  0.30
H5 2.683 0.727 0.238  0.32
H6 -0.507 -1.834 -0.008  0.28
H7 0.385 -1.526 -1.541  0.27

---

[2]
C11H16CeCl3NOSe | wB97M-V/def2-TZVPD

Values from the calculation:
- spin multiplicity = 1
- relative energy (zero: lowest compared OMol25 entry of this formula, charge and spin) (kcal per mole) = 82.9
- E_LUMO (eV) = 4.117
- maximum force (hartree/bohr) = 0.181
- charge = -2
- HOMO level (eV) = -0.8941
- orbital gap (eV) = 5.01

Last column: Mulliken charge in e.
Positions of all 34 atoms, in Å:
C1 -0.715 0.964 -0.888  0.76
C2 -0.858 -0.479 -1.106  0.54
C3 0.462 -1.072 -1.098  0.32
C4 -2.095 -1.201 -1.413  -1.55
C5 1.439 -0.027 -0.857  0.79
C6 0.731 1.243 -0.735  0.67
C7 1.332 2.554 -0.509  -1.66
C8 -1.792 1.947 -0.844  -1.74
C9 0.767 -2.489 -1.367  -1.49
C10 2.889 -0.227 -0.852  -1.74
Ce1 0.027 -0.104 1.133  0.63
Cl1 -3.571 -3.758 1.571  -0.97
Cl2 -2.407 -0.454 1.668  -0.33
Cl3 0.414 -2.399 1.865  -0.40
H1 -2.971 -0.619 -1.117  0.31
H2 -2.145 -2.165 -0.889  0.33
H3 -2.124 -1.377 -2.489  0.36
H4 -0.014 -3.146 -0.971  0.37
H5 1.721 -2.780 -0.915  0.32
H6 0.834 -2.636 -2.448  0.36
H7 3.180 -1.147 -0.331  0.37
H8 3.403 0.615 -0.381  0.35
H9 3.216 -0.303 -1.896  0.33
H10 2.251 2.490 0.088  0.35
H11 0.643 3.248 -0.018  0.35
H12 1.587 2.956 -1.496  0.34
H13 -2.711 1.531 -0.416  0.37
H14 -1.989 2.254 -1.877  0.35
H15 -1.517 2.832 -0.259  0.32
O1 -0.465 1.814 2.189  -0.67
H16 0.437 2.018 2.573  0.20
Se1 0.000 -0.001 6.179  -0.37
C11 -0.006 0.008 4.551  0.23
N1 0.048 -0.091 3.354  -0.40

---

[3]
C3H11N2O | wB97M-V/def2-TZVPD

Values from the calculation:
- spin multiplicity = 1
- relative energy (zero: lowest compared OMol25 entry of this formula, charge and spin) (kcal per mole) = 58.5
- E_LUMO (eV) = -3.426
- maximum force (hartree/bohr) = 0.097
- charge = +1
- HOMO level (eV) = -13.6403
- orbital gap (eV) = 10.21

Last column: Mulliken charge in e.
Positions of all 17 atoms, in Å:
C1 -2.443 0.000 0.917  -1.09
C2 -1.063 -0.500 0.615  0.67
C3 -0.401 0.044 -0.404  -0.68
N1 0.971 -0.203 -0.639  -0.28
N2 -0.422 -1.097 1.770  -0.63
H1 -2.167 0.883 1.532  0.35
H2 -2.973 -0.750 1.512  0.34
H3 -2.880 0.075 -0.175  0.33
H4 -0.893 0.477 -1.325  0.25
H5 1.230 -0.842 -1.395  0.36
H6 1.362 -0.852 0.153  0.41
H7 1.633 0.610 -0.753  0.39
H8 -0.842 -0.600 2.564  0.30
H9 -0.555 -2.140 1.964  0.28
H10 3.208 1.039 -2.356  0.36
H11 1.932 1.948 -2.305  0.36
O1 2.568 1.498 -1.762  -0.71

---

[4]
C27H25BN12O2Ti | wB97M-V/def2-TZVPD

Values from the calculation:
- ⟨S²⟩ = 0.75
- spin multiplicity = 2
- relative energy (zero: lowest compared OMol25 entry of this formula, charge and spin) (kcal per mole) = 0.0
- E_LUMO (spin up / spin down) (eV) = -2.529 / -2.707
- maximum force (hartree/bohr) = 0.008
- charge = +1
- HOMO level (spin up / spin down) (eV) = -10.6907 / -10.9591
- orbital gap (spin up / spin down) (eV) = 8.16 / 8.25

Last column: Mulliken charge in e.
Positions of all 68 atoms, in Å:
Ti1 -0.103 0.148 -0.050  -0.60
C1 3.733 -1.163 1.551  -1.49
C2 2.801 -0.201 1.180  -0.31
N1 1.736 -0.773 0.623  0.38
N2 1.966 -2.113 0.619  0.24
C3 3.163 -2.364 1.172  0.06
B1 0.854 -2.986 -0.011  0.72
N3 0.621 -2.460 -1.481  0.43
C4 0.854 -3.118 -2.625  -0.10
C5 0.574 -2.280 -3.688  -1.60
C6 0.172 -1.093 -3.089  -0.25
N4 0.207 -1.200 -1.758  0.31
N5 -0.455 -2.766 0.787  0.29
C7 -1.067 -3.578 1.666  -0.08
C8 -2.201 -2.943 2.133  -1.40
C9 -2.205 -1.715 1.476  -0.07
N6 -1.151 -1.612 0.672  0.04
N7 1.152 -4.464 -0.081  0.65
C10 0.289 -5.430 -0.497  -0.42
C11 0.950 -6.628 -0.471  -1.01
C12 2.244 -6.295 -0.022  -0.33
N8 2.362 -5.002 0.205  -1.10
H1 4.686 -1.016 2.025  0.45
H2 2.835 0.871 1.298  0.54
H3 3.517 -3.377 1.240  0.52
H4 1.205 -4.136 -2.609  0.43
H5 0.652 -2.501 -4.737  0.45
H6 -0.132 -0.169 -3.554  0.46
H7 -0.662 -4.549 1.891  0.51
H8 -2.918 -3.320 2.839  0.45
H9 -2.909 -0.900 1.551  0.50
H10 -0.725 -5.190 -0.778  0.57
H11 0.564 -7.597 -0.733  0.46
H12 3.087 -6.946 0.145  0.46
O1 -0.448 1.108 1.499  -0.27
C13 -1.488 1.649 2.143  0.66
C14 -1.418 1.833 3.523  -0.97
C15 -2.486 2.391 4.199  -0.53
C16 -3.637 2.773 3.518  -0.91
C17 -3.709 2.594 2.151  -1.17
C18 -2.640 2.038 1.442  1.15
C19 -2.716 1.858 -0.010  0.10
N9 -1.922 1.109 -0.769  0.93
C20 -2.386 1.232 -2.066  -0.40
C21 -3.455 2.062 -2.088  -0.89
N10 -3.651 2.448 -0.784  -0.05
H13 -0.519 1.524 4.038  0.53
H14 -2.424 2.527 5.271  0.44
H15 -4.473 3.200 4.052  0.43
H16 -4.621 2.873 1.638  0.42
H17 -1.935 0.704 -2.885  0.30
H18 -4.082 2.403 -2.891  0.44
H19 -4.342 3.103 -0.462  0.20
N11 2.203 6.285 -0.102  -0.37
C22 1.156 5.496 -0.430  0.17
O2 -0.007 5.808 -0.279  -0.60
C23 1.501 4.158 -1.025  -0.07
C24 2.286 4.010 -2.158  -0.07
C25 2.462 2.741 -2.690  -1.14
C26 1.843 1.671 -2.074  -0.42
N12 1.073 1.809 -0.985  0.60
C27 0.913 3.032 -0.471  -0.25
H20 2.016 7.205 0.261  0.25
H21 3.155 5.986 -0.215  0.21
H22 2.743 4.874 -2.625  0.51
H23 3.065 2.577 -3.571  0.47
H24 1.974 0.664 -2.446  0.58
H25 0.275 3.119 0.398  0.57